(1)
Here is C34H38B4N2O34V as an isolated structure from the OMol25 dataset. Energies are from ωB97M-V with the def2-TZVPD basis set.

CARTESIAN COORDINATES (ANGSTROEM)
1 V 0.707 0.279 -0.070
2 O -0.551 -3.982 5.545
3 C -1.231 -3.311 4.798
4 O -0.976 -2.096 4.520
5 B -2.109 -1.491 3.816
6 O -3.015 -2.650 3.603
7 C -2.651 -3.662 4.270
8 O -3.207 -4.689 4.619
9 O -1.728 -0.988 2.479
10 C -1.420 0.271 2.577
11 O -0.749 0.913 1.791
12 C -1.980 0.718 3.960
13 O -2.577 -0.288 4.568
14 O -1.945 1.850 4.421
15 O -1.379 4.749 4.998
16 C -0.579 4.950 4.131
17 O -0.739 4.745 2.836
18 B 0.575 4.978 2.146
19 O 1.422 5.654 3.095
20 C 0.891 5.551 4.299
21 O 1.381 5.954 5.338
22 O 1.152 3.663 1.704
23 C 0.804 3.511 0.478
24 O 0.769 2.451 -0.159
25 C 0.507 4.884 -0.090
26 O 0.534 5.720 0.874
27 O 0.358 5.099 -1.281
28 O -0.019 -1.932 -0.140
29 C -0.219 -3.097 0.076
30 O 0.649 -3.974 0.550
31 B -0.060 -5.245 0.807
32 O -1.355 -5.135 0.083
33 C -1.531 -3.853 -0.177
34 O -2.534 -3.306 -0.540
35 O -0.322 -5.412 2.260
36 C 0.298 -6.509 2.729
37 O 0.348 -6.794 3.889
38 C 1.019 -7.150 1.557
39 O 0.709 -6.439 0.414
40 O 1.718 -8.137 1.562
41 O 2.979 -5.500 5.930
42 C 3.263 -4.590 5.124
43 O 2.671 -4.249 4.096
44 B 3.370 -3.158 3.375
45 O 4.528 -2.864 4.257
46 C 4.473 -3.649 5.273
47 O 5.166 -3.523 6.292
48 O 2.491 -1.935 3.300
49 C 2.431 -1.511 2.066
50 O 1.733 -0.604 1.648
51 C 3.361 -2.420 1.209
52 O 3.840 -3.364 1.990
53 O 3.602 -2.315 0.024
54 C 4.795 0.645 -2.270
55 C 3.624 1.441 -1.648
56 C 3.728 2.942 -2.102
57 C 3.371 3.080 -3.604
58 C 1.978 2.500 -3.839
59 C 1.779 1.063 -3.329
60 N 2.357 0.796 -1.975
61 O 2.208 -0.464 -1.443
62 C 0.246 0.825 -3.313
63 C 2.462 0.073 -4.360
64 C 3.895 1.493 -0.095
65 H 5.083 1.137 -3.201
66 H 4.777 -0.431 -2.452
67 H 5.741 0.671 -1.724
68 H 3.275 3.695 -1.458
69 H 4.808 3.076 -2.007
70 H 4.190 2.636 -4.172
71 H 3.364 4.136 -3.878
72 H 1.751 2.469 -4.905
73 H 1.298 3.186 -3.332
74 H -0.192 0.799 -4.310
75 H -0.066 -0.075 -2.778
76 H -0.278 1.618 -2.775
77 H 2.194 -0.912 -3.976
78 H 2.027 0.249 -5.343
79 H 3.541 0.195 -4.434
80 H 4.108 0.519 0.344
81 H 3.253 2.122 0.523
82 H 4.845 2.017 0.032
83 H 2.639 -1.025 -2.100
84 C -4.664 -1.173 -1.596
85 C -3.600 -0.467 -2.462
86 C -4.299 0.261 -3.677
87 C -4.954 1.585 -3.241
88 C -3.960 2.495 -2.532
89 C -3.416 1.868 -1.258
90 N -2.816 0.562 -1.669
91 O -2.134 -0.070 -0.635
92 C -2.300 2.819 -0.772
93 C -4.431 1.830 -0.098
94 C -2.670 -1.455 -3.136
95 H -5.405 -0.533 -1.118
96 H -4.230 -1.662 -0.722
97 H -5.130 -1.960 -2.188
98 H -3.613 0.482 -4.495
99 H -5.065 -0.438 -4.014
100 H -5.822 1.457 -2.594
101 H -5.172 2.312 -4.027
102 H -4.354 3.494 -2.330
103 H -3.152 2.811 -3.197
104 H -1.497 2.987 -1.489
105 H -2.795 3.761 -0.534
106 H -1.819 2.484 0.148
107 H -4.755 2.835 0.174
108 H -5.355 1.361 -0.440
109 H -4.068 1.333 0.802
110 H -3.327 -2.181 -3.614
111 H -2.074 -1.882 -2.328
112 H -1.990 -1.002 -3.857
113 H -2.809 -0.506 -0.098

As for the molecular weight: 1112.85 g/mol. Its multiplicity is 4. The HOMO energy (alpha / beta) comes out at -4.911 / -4.911 eV. The LUMO energy (alpha / beta) comes out at 0.1096 / 0.1096 Ha. The charge is -2. The value obtained for the total energy is -5030.48024 Eh. The strongest force on any atom is 7.5 eV/Å. The value obtained for the orbital gap (alpha / beta) is 7.89 / 7.89 eV. As for the expectation value of S²: 3.753.

=====

(2)
Here is C34H38BBrMnN4O2SSi as an isolated structure from the OMol25 dataset. Energies are from ωB97M-V with the def2-TZVPD basis set.

CARTESIAN COORDINATES (ANGSTROEM)
1 Mn 0.823 1.316 0.714
2 Br -0.858 3.228 1.861
3 C -1.363 1.985 3.222
4 C -2.083 2.464 4.269
5 C -2.473 1.566 5.287
6 C -2.138 0.248 5.203
7 C -1.391 -0.253 4.108
8 C -1.039 -1.622 4.022
9 C -0.311 -2.076 2.964
10 C 0.108 -1.185 1.950
11 C -0.188 0.156 1.982
12 C -0.969 0.627 3.074
13 H -2.349 3.511 4.324
14 H -3.043 1.937 6.130
15 H -2.436 -0.444 5.983
16 H -1.353 -2.296 4.811
17 H -0.042 -3.124 2.900
18 H 0.697 -1.589 1.131
19 C 4.488 1.071 -0.194
20 C 3.499 1.903 -0.945
21 C 3.876 2.848 -1.882
22 C 2.897 3.555 -2.566
23 C 1.559 3.294 -2.341
24 C 1.241 2.329 -1.398
25 N 2.200 1.684 -0.707
26 N -0.057 1.833 -1.090
27 Si -1.615 2.595 -1.643
28 C -3.048 2.134 -0.551
29 C -1.485 4.458 -1.579
30 C -1.843 1.967 -3.384
31 H 4.851 0.270 -0.844
32 H 4.030 0.621 0.683
33 H 5.344 1.671 0.115
34 H 4.927 3.023 -2.070
35 H 3.181 4.300 -3.300
36 H 0.788 3.807 -2.893
37 H -3.424 3.023 -0.039
38 H -2.791 1.386 0.199
39 H -3.852 1.722 -1.170
40 H -1.142 4.800 -0.598
41 H -2.503 4.842 -1.718
42 H -0.858 4.922 -2.339
43 H -1.331 1.011 -3.531
44 H -1.465 2.669 -4.132
45 H -2.905 1.805 -3.585
46 C -4.547 -3.978 -2.721
47 C -3.241 -4.178 -3.494
48 C -2.802 -5.638 -3.323
49 C -3.517 -3.889 -4.978
50 C -2.134 -3.236 -3.007
51 C -0.858 -3.335 -3.565
52 C 0.187 -2.477 -3.219
53 C -0.083 -1.504 -2.286
54 O 0.727 -0.489 -1.840
55 B -0.112 0.314 -1.013
56 O -1.389 -0.290 -0.906
57 C -1.342 -1.389 -1.729
58 C -2.377 -2.234 -2.059
59 H -5.294 -4.687 -3.086
60 H -4.947 -2.972 -2.864
61 H -4.410 -4.152 -1.651
62 H -3.603 -6.312 -3.639
63 H -2.573 -5.847 -2.276
64 H -1.916 -5.868 -3.916
65 H -4.337 -4.515 -5.342
66 H -2.637 -4.083 -5.594
67 H -3.799 -2.842 -5.112
68 H -0.661 -4.098 -4.309
69 H 1.164 -2.558 -3.679
70 H -3.344 -2.091 -1.593
71 C 5.922 1.638 5.786
72 C 5.133 0.939 4.717
73 C 5.388 -0.379 4.356
74 C 4.593 -0.910 3.359
75 N 3.626 -0.224 2.758
76 C 3.449 1.042 3.176
77 S 2.181 2.015 2.472
78 N 4.170 1.645 4.131
79 H 6.705 0.997 6.189
80 H 5.254 1.939 6.594
81 H 6.369 2.546 5.381
82 H 6.167 -0.960 4.832
83 H 4.734 -1.932 3.018

As for the molecular weight: 740.51 g/mol. Its multiplicity is 4. The HOMO energy (alpha / beta) comes out at -7.414 / -6.911 eV. The LUMO energy (alpha / beta) comes out at -0.0046 / 0.0071 Ha. The value obtained for the total energy is -6125.63433 Eh. The strongest force on any atom is 1.8 eV/Å. The value obtained for the orbital gap (alpha / beta) is 7.29 / 7.10 eV. As for the expectation value of S²: 3.985.

=====

(3)
Here is C34H38IN4O10P2Ti as an isolated structure from the OMol25 dataset. Energies are from ωB97M-V with the def2-TZVPD basis set.

CARTESIAN COORDINATES (ANGSTROEM)
1 Ti -0.993 -0.916 0.170
2 C -1.628 -3.051 4.663
3 C -1.251 -1.683 4.076
4 O -0.862 -0.798 5.136
5 P 0.272 -1.777 3.052
6 O 1.496 -1.779 4.052
7 O 0.193 -3.228 2.446
8 O 0.461 -0.728 1.992
9 P -2.691 -0.995 3.083
10 O -2.849 0.440 3.796
11 O -3.920 -1.785 3.183
12 O -2.119 -0.679 1.676
13 H -0.823 -3.427 5.301
14 H -1.822 -3.783 3.883
15 H -2.534 -2.945 5.256
16 H -1.415 -0.009 5.104
17 H 1.259 -1.710 5.000
18 H 0.835 -3.412 1.723
19 H -3.751 0.509 4.183
20 C 2.078 4.309 -1.708
21 O 3.442 4.180 -1.288
22 C 3.824 3.429 -0.232
23 C 5.177 3.570 0.089
24 C 5.749 2.874 1.133
25 C 4.973 2.019 1.917
26 C 3.637 1.883 1.620
27 C 3.049 2.558 0.541
28 N 1.657 2.311 0.283
29 C 1.132 1.121 -0.050
30 N 2.002 0.171 -0.418
31 C 1.887 -1.242 -0.566
32 C 0.709 -1.986 -0.459
33 C 0.829 -3.363 -0.701
34 C 2.042 -3.978 -0.950
35 C 3.209 -3.221 -1.007
36 C 3.119 -1.862 -0.840
37 O 4.247 -1.092 -0.865
38 C 4.615 -0.587 -2.172
39 N -0.208 0.960 -0.120
40 C -0.961 2.123 0.384
41 C -1.244 2.181 1.754
42 C -1.900 3.250 2.331
43 C -2.270 4.328 1.532
44 C -1.963 4.315 0.188
45 C -1.304 3.237 -0.401
46 O -0.991 3.466 -1.697
47 C -0.796 2.391 -2.611
48 H 2.094 5.007 -2.539
49 H 1.452 4.731 -0.916
50 H 1.660 3.366 -2.049
51 H 5.761 4.251 -0.523
52 H 6.804 3.008 1.347
53 H 5.406 1.474 2.749
54 H 3.002 1.235 2.221
55 H 0.991 3.029 0.509
56 H 2.966 0.439 -0.326
57 H -0.056 -3.980 -0.690
58 H 2.081 -5.053 -1.116
59 H 4.181 -3.676 -1.185
60 H 5.304 -1.274 -2.661
61 H 5.105 0.374 -2.029
62 H 3.735 -0.459 -2.802
63 H -0.903 1.361 2.364
64 H -2.113 3.245 3.396
65 H -2.784 5.182 1.962
66 H -2.207 5.154 -0.454
67 H -0.937 2.802 -3.604
68 H -1.507 1.597 -2.442
69 H 0.208 1.982 -2.537
70 I -2.512 -3.588 0.549
71 C -3.347 -3.189 -1.321
72 C -4.449 -3.898 -1.684
73 C -4.946 -3.763 -3.000
74 C -4.281 -2.976 -3.892
75 C -3.120 -2.255 -3.513
76 C -2.384 -1.514 -4.477
77 C -1.225 -0.901 -4.121
78 C -0.805 -0.914 -2.772
79 C -1.524 -1.510 -1.774
80 C -2.651 -2.302 -2.173
81 H -4.929 -4.574 -0.985
82 H -5.830 -4.318 -3.298
83 H -4.620 -2.904 -4.921
84 H -2.740 -1.491 -5.504
85 H -0.621 -0.390 -4.867
86 H 0.122 -0.419 -2.534
87 N -3.231 0.287 -0.469
88 H -3.902 -0.471 -0.459
89 H -3.436 0.858 -1.278
90 H -3.410 0.848 0.354

As for the molecular weight: 899.41 g/mol. Its multiplicity is 1. The HOMO energy comes out at -10.414 eV. The LUMO energy comes out at -0.1160 Ha. The charge is +1. The value obtained for the total energy is -4119.78021 Eh. The strongest force on any atom is 1.5 eV/Å. The value obtained for the orbital gap is 7.26 eV.

=====

(4)
Here is C34H38MoN7O2S as an isolated structure from the OMol25 dataset. Energies are from ωB97M-V with the def2-TZVPD basis set.

CARTESIAN COORDINATES (ANGSTROEM)
1 Mo 0.238 0.074 -0.801
2 C 3.044 1.625 -0.904
3 N 1.921 1.476 0.062
4 C 1.442 2.893 0.394
5 C -0.570 3.505 -0.974
6 C -1.745 2.545 -1.302
7 N -1.588 1.287 -0.586
8 C -2.526 0.973 0.226
9 C -2.492 -0.098 1.195
10 C -3.680 -0.492 1.822
11 C -3.662 -1.399 2.859
12 C -2.435 -1.891 3.306
13 C -1.248 -1.500 2.718
14 C -1.266 -0.609 1.643
15 O -0.102 -0.217 1.116
16 C 2.469 0.877 1.319
17 C 2.763 -0.632 1.335
18 C 2.972 -1.379 0.030
19 N 1.744 -1.466 -0.795
20 C 1.587 -2.601 -1.394
21 C 0.458 -3.071 -2.144
22 C 0.584 -4.315 -2.792
23 C -0.474 -4.873 -3.462
24 C -1.703 -4.202 -3.475
25 C -1.863 -2.996 -2.832
26 C -0.784 -2.410 -2.158
27 O -0.974 -1.248 -1.556
28 H 3.928 2.020 -0.395
29 H 2.761 2.306 -1.698
30 H 3.290 0.679 -1.371
31 H 1.962 3.548 -0.303
32 H 1.771 3.127 1.406
33 H 0.419 4.541 -2.456
34 H -1.003 4.499 -0.868
35 H -1.771 2.350 -2.374
36 H -2.687 3.016 -1.013
37 H -3.421 1.598 0.245
38 H -4.617 -0.065 1.486
39 H -4.583 -1.706 3.335
40 H -2.407 -2.584 4.138
41 H -0.295 -1.881 3.059
42 H 1.749 1.077 2.108
43 H 3.377 1.438 1.563
44 H 1.962 -1.144 1.865
45 H 3.673 -0.778 1.921
46 H 3.261 -2.398 0.293
47 H 3.782 -0.958 -0.565
48 H 2.396 -3.326 -1.300
49 H 1.536 -4.830 -2.746
50 H -0.367 -5.824 -3.963
51 H -2.545 -4.640 -3.996
52 H -2.810 -2.474 -2.831
53 C -2.101 4.073 3.829
54 C -1.377 2.894 3.735
55 C -0.686 2.587 2.575
56 C -0.682 3.461 1.488
57 C -1.403 4.651 1.595
58 C -2.108 4.946 2.753
59 N 0.041 3.119 0.311
60 N 0.389 3.627 -2.036
61 C 0.662 2.584 -2.925
62 C 1.077 2.917 -4.216
63 C 1.430 1.936 -5.123
64 C 1.356 0.600 -4.754
65 C 0.936 0.280 -3.472
66 C 0.589 1.249 -2.520
67 H -2.650 4.310 4.730
68 H -1.362 2.196 4.562
69 H -0.158 1.649 2.490
70 H -1.409 5.378 0.794
71 H -2.656 5.877 2.814
72 H 1.125 3.962 -4.503
73 H 1.753 2.213 -6.117
74 H 1.615 -0.185 -5.452
75 H 0.892 -0.781 -3.236
76 N 1.453 -5.180 3.578
77 C 0.502 -4.889 2.670
78 N -0.757 -5.238 2.986
79 S 0.849 -4.111 1.229
80 H 1.274 -5.796 4.353
81 H 2.408 -5.030 3.306
82 H -0.991 -5.716 3.839
83 H -1.483 -5.027 2.326

As for the molecular weight: 704.73 g/mol. Its multiplicity is 3. The HOMO energy (alpha / beta) comes out at -10.101 / -10.479 eV. The LUMO energy (alpha / beta) comes out at -0.0996 / -0.1125 Ha. The charge is +1. The value obtained for the total energy is -2318.44960 Eh. The strongest force on any atom is 0.2 eV/Å. The value obtained for the orbital gap (alpha / beta) is 7.39 / 7.42 eV. As for the expectation value of S²: 2.022.

=====

(5)
Here is C34H38N3P2Sc as an isolated structure from the OMol25 dataset. Energies are from ωB97M-V with the def2-TZVPD basis set.

CARTESIAN COORDINATES (ANGSTROEM)
1 Sc 0.623 0.299 0.479
2 C -1.283 2.704 1.822
3 P -1.182 2.163 0.077
4 C -0.611 3.473 -1.028
5 C -0.660 3.259 -2.411
6 C -0.076 4.167 -3.281
7 C 0.573 5.292 -2.782
8 C 0.620 5.514 -1.413
9 C 0.032 4.609 -0.537
10 C -2.841 1.642 -0.395
11 C -3.315 0.428 0.108
12 C -4.612 0.029 -0.171
13 C -5.431 0.827 -0.957
14 C -4.961 2.033 -1.460
15 C -3.670 2.447 -1.176
16 C -1.367 1.403 2.563
17 C -2.236 0.961 3.512
18 C -1.918 -0.409 3.776
19 C -0.865 -0.737 2.977
20 C -0.092 -2.013 2.855
21 P 0.351 -2.289 1.094
22 C -1.154 -2.800 0.244
23 C -1.390 -2.321 -1.044
24 C -2.529 -2.693 -1.741
25 C -3.442 -3.551 -1.147
26 C -3.219 -4.034 0.138
27 C -2.079 -3.664 0.831
28 C 1.556 -3.630 0.994
29 C 1.354 -4.730 0.171
30 C 2.325 -5.720 0.088
31 C 3.492 -5.614 0.826
32 C 3.701 -4.513 1.653
33 C 2.740 -3.522 1.731
34 N -0.499 0.375 2.189
35 H -2.165 3.322 1.989
36 H -0.394 3.275 2.103
37 H -1.194 2.401 -2.810
38 H -0.140 4.009 -4.349
39 H 1.024 6.002 -3.462
40 H 1.103 6.401 -1.027
41 H 0.060 4.811 0.526
42 H -2.689 -0.199 0.734
43 H -4.980 -0.906 0.229
44 H -6.444 0.515 -1.173
45 H -5.604 2.657 -2.066
46 H -3.319 3.399 -1.556
47 H -3.025 1.538 3.969
48 H -2.405 -1.058 4.485
49 H -0.649 -2.860 3.255
50 H 0.849 -1.968 3.414
51 H -0.665 -1.667 -1.528
52 H -2.705 -2.316 -2.739
53 H -4.329 -3.853 -1.687
54 H -3.931 -4.708 0.595
55 H -1.913 -4.058 1.826
56 H 0.438 -4.830 -0.398
57 H 2.161 -6.578 -0.548
58 H 4.242 -6.391 0.767
59 H 4.607 -4.441 2.238
60 H 2.908 -2.674 2.389
61 C 4.070 2.279 0.419
62 C 3.562 1.223 -0.554
63 C 4.266 1.338 -1.901
64 C 3.698 -0.173 0.047
65 N 2.093 1.499 -0.681
66 N 1.386 0.661 -1.635
67 H 5.130 2.118 0.613
68 H 3.544 2.232 1.375
69 H 3.960 3.285 0.007
70 H 5.340 1.216 -1.763
71 H 4.101 2.319 -2.349
72 H 3.961 0.571 -2.616
73 H 4.748 -0.416 0.207
74 H 3.291 -0.964 -0.589
75 H 3.224 -0.225 1.039
76 H 1.916 2.475 -0.918
77 H 2.044 0.096 -2.166
78 H 0.892 1.257 -2.298

As for the molecular weight: 595.60 g/mol. Its multiplicity is 1. The HOMO energy comes out at -13.054 eV. The LUMO energy comes out at -0.2178 Ha. The charge is +2. The value obtained for the total energy is -2925.68122 Eh. The strongest force on any atom is 0.3 eV/Å. The value obtained for the orbital gap is 7.13 eV.